Record 1
# C3HF3O

A 2-piece molecular cluster, C3HF3O overall at a distorted geometry (the ωB97M-V functional and the def2-TZVPD basis, the Open Molecules 2025 dataset).

The geometry in ORCA input format:
```
! RIJCOSX wB97M-V def2-TZVPD def2/J DEFGRID3
* xyz 0 1
C 0.65304 -0.15908 -0.46399
C -0.82938 -1.08853 0.74917
C 0.40645 1.11561 -0.58066
O -1.92756 -1.32062 0.36953
F -0.23550 -1.47620 1.85371
F -0.64762 1.68753 0.00809
F 1.13112 1.99527 -1.24573
H 1.44944 -0.75398 -0.69013
*
```

Computed properties:
**E_tot**: -489.64598 a.u.
**Kohn-Sham gap**: 0.3988 Eh

Charge distribution, Mulliken scheme, values in e: atom 1 (C): -0.52, atom 2 (C): 0.48, atom 3 (C): 0.54, atom 4 (O): -0.36, atom 5 (F): -0.16, atom 6 (F): -0.19, atom 7 (F): -0.20, atom 8 (H): 0.40

***

Record 2
# C68H74FeGe2N8OS9

C68H74FeGe2N8OS9 as an isolated structure at a distorted geometry (the ωB97M-V functional and the def2-TZVPD basis, the Open Molecules 2025 dataset).

The geometry in ORCA input format:
```
! RIJCOSX wB97M-V def2-TZVPD def2/J DEFGRID3
* xyz -1 2
Fe -0.09400 0.17460 0.04880
C 1.79010 6.71640 4.97090
C 1.17290 5.37750 5.24610
C -0.11290 5.26350 5.74690
C -0.66330 4.02920 6.05520
C -2.04130 3.92880 6.63320
C 0.08810 2.87160 5.84180
C 1.38190 2.96380 5.32420
C 2.21150 1.72950 5.12750
C 1.90310 4.21690 5.03110
C -0.43500 1.57320 6.33060
C -0.32760 1.34460 7.70000
C -0.80810 0.17880 8.26220
C -1.39470 -0.77110 7.45090
C -1.50230 -0.56900 6.07980
C -1.02870 0.61480 5.51520
Ge -1.26410 0.88060 3.52420
S 0.37730 0.05830 2.36410
S -1.68500 3.07100 2.92740
Ge -3.14920 1.99770 1.47940
S -2.19960 1.41200 -0.38510
S -3.37800 0.26280 2.93840
C -4.84540 3.05630 1.21750
C -4.95930 4.41050 1.51190
C -6.18400 5.04860 1.32760
C -7.28190 4.35610 0.85840
C -7.15510 3.01740 0.54070
C -5.94150 2.36500 0.70690
C -5.83660 0.95030 0.28480
C -6.16600 -0.08990 1.15110
C -6.66670 0.17580 2.53910
C -6.09020 -1.39840 0.69390
C -5.71900 -1.68860 -0.60880
C -5.70870 -3.10740 -1.09910
C -5.41490 -0.63690 -1.46380
C -5.47760 0.67930 -1.03950
C -5.21600 1.80470 -1.99500
C -3.85010 5.26260 2.00390
C -3.86150 5.71170 3.32480
C -4.87190 5.19280 4.30870
C -2.93310 6.66050 3.73110
C -1.98760 7.16430 2.85620
C -1.03420 8.24330 3.27200
C -1.96470 6.67740 1.55700
C -2.88410 5.74150 1.11280
C -2.85850 5.27530 -0.31260
C -2.12960 -1.65110 5.28440
C -3.51750 -1.80250 5.27260
C -4.42690 -0.84190 5.98670
C -4.07230 -2.87950 4.59570
C -3.28340 -3.82110 3.95300
C -3.91120 -4.99550 3.26250
C -1.90540 -3.66340 3.99300
C -1.31460 -2.60070 4.65950
C 0.17640 -2.51020 4.77740
H 1.14360 7.51680 5.31960
H 1.95800 6.84330 3.90180
H 2.75230 6.80320 5.47570
H -0.69640 6.15630 5.91450
H -2.51350 4.90700 6.67140
H -2.01160 3.51580 7.64200
H -2.64850 3.26540 6.01930
H 2.17550 1.09790 6.01530
H 3.25060 1.98440 4.91890
H 1.82270 1.13690 4.29520
H 2.91960 4.29790 4.66210
H 0.13830 2.09690 8.32160
H -0.72880 0.01330 9.32710
H -1.78080 -1.68750 7.87350
H -6.25590 6.10240 1.55940
H -8.22750 4.86340 0.72760
H -7.99710 2.46380 0.15240
H -6.44930 1.19400 2.85020
H -6.20570 -0.51150 3.24320
H -7.74680 0.02650 2.57250
H -6.32540 -2.20890 1.37140
H -5.45070 -3.79880 -0.29900
H -4.99980 -3.23490 -1.91490
H -6.69980 -3.37850 -1.47180
H -5.11750 -0.84420 -2.48350
H -4.93950 1.42450 -2.97500
H -4.39890 2.42620 -1.63300
H -6.10110 2.43450 -2.09380
H -5.30390 4.25480 3.96460
H -5.67950 5.91550 4.44800
H -4.39990 5.02630 5.27510
H -2.96240 7.01970 4.75130
H -1.06030 8.39270 4.34770
H -1.30140 9.18450 2.79120
H -0.02020 7.99230 2.97370
H -1.22080 7.05240 0.86780
H -2.15830 5.86530 -0.90110
H -3.84970 5.34750 -0.76070
H -2.55380 4.22720 -0.36690
H -3.86190 -0.13990 6.59590
H -5.12820 -1.38780 6.61940
H -5.00380 -0.27130 5.26010
H -5.14910 -2.99180 4.58410
H -4.78310 -5.34670 3.81410
H -3.20170 -5.81410 3.15610
H -4.24230 -4.71440 2.26280
H -1.27450 -4.40040 3.51380
H 0.65150 -3.36170 4.29730
H 0.47460 -2.47490 5.82620
H 0.54440 -1.60610 4.29410
S -2.06080 -7.02350 -0.56780
C -1.60370 -5.46610 -0.32560
S 0.05350 -4.91200 -0.47540
C -0.25860 -3.23410 -0.07550
C -1.56310 -2.90080 0.20690
S -2.03030 -1.31620 0.55150
S -2.72850 -4.20080 0.09940
S 0.96600 -2.06740 -0.09420
C 4.35050 -0.98550 0.44160
N 4.14160 0.43130 0.64690
C 5.27830 1.24950 0.28180
C 2.86840 0.92950 0.37320
N 2.00230 0.39380 -0.40080
N 2.58080 2.08090 1.06280
C 1.34530 2.69160 1.01200
N 1.20560 3.79660 1.81480
N 0.46970 2.25920 0.18290
H 5.21400 -1.28480 1.03690
H 4.54190 -1.26080 -0.60690
H 3.47510 -1.52720 0.79670
H 6.07360 1.11770 1.01570
H 4.99030 2.29670 0.24700
H 5.66990 0.95930 -0.70230
H 2.39560 -0.36050 -0.95480
H 3.17430 2.30090 1.84720
H 1.76890 3.81480 2.65390
H 0.23330 4.00150 2.04060
H -0.36520 2.83820 0.16610
C 3.75500 -5.25040 -5.28080
C 3.43600 -3.81450 -5.56790
C 3.45080 -2.84410 -4.57570
C 3.16010 -1.51960 -4.85330
C 2.83620 -1.13660 -6.15060
N 2.55900 0.18000 -6.53210
C 2.38670 1.34350 -5.81660
O 2.76760 2.40210 -6.28830
N 1.77320 1.32810 -4.59610
C 0.86900 0.45310 -3.98780
C 0.31700 -0.67350 -4.60040
C -0.58130 -1.43220 -3.85950
C -0.91640 -1.04370 -2.58300
N -0.40720 0.04470 -1.99340
C 0.44680 0.77910 -2.70440
C 2.81750 -2.10630 -7.15210
C 3.11460 -3.42030 -6.86140
H 4.16790 -5.36850 -4.28270
H 4.47100 -5.63390 -6.00720
H 2.85290 -5.85810 -5.35230
H 3.70120 -3.12390 -3.56370
H 3.19890 -0.78710 -4.06300
H 2.79570 0.39210 -7.49380
H 1.80680 2.23800 -4.14950
H 0.50600 -0.91270 -5.63060
H -1.03790 -2.30460 -4.30080
H -1.65690 -1.58880 -2.02010
H 0.78550 1.67860 -2.21490
H 2.56900 -1.81780 -8.16410
H 3.10280 -4.15320 -7.65460
*
```

Computed properties:
**E_tot**: -12150.52923 a.u.
**Kohn-Sham gap (spin up / spin down)**: 0.2077 / 0.1742 Eh

Results of the Mulliken charge analysis, in e, for atoms 1 through 99: atom 1 (Fe): 1.08, atom 2 (C): -1.53, atom 3 (C): 1.35, atom 4 (C): -0.88, atom 5 (C): 0.87, atom 6 (C): -1.84, atom 7 (C): 1.02, atom 8 (C): 1.60, atom 9 (C): -1.80, atom 10 (C): -1.20, atom 11 (C): -1.46, atom 12 (C): 0.01, atom 13 (C): -0.88, atom 14 (C): 0.15, atom 15 (C): -1.18, atom 16 (C): -0.58, atom 17 (Ge): -0.01, atom 18 (S): -0.78, atom 19 (S): 1.07, atom 20 (Ge): -0.67, atom 21 (S): -1.52, atom 22 (S): 0.38, atom 23 (C): -0.22, atom 24 (C): -1.22, atom 25 (C): -0.05, atom 26 (C): -1.19, atom 27 (C): 0.23, atom 28 (C): -0.56, atom 29 (C): 0.27, atom 30 (C): 0.93, atom 31 (C): -1.07, atom 32 (C): -0.77, atom 33 (C): 0.82, atom 34 (C): -1.50, atom 35 (C): -0.62, atom 36 (C): 1.21, atom 37 (C): -1.52, atom 38 (C): -0.37, atom 39 (C): 1.76, atom 40 (C): -1.80, atom 41 (C): -0.31, atom 42 (C): 0.56, atom 43 (C): -1.69, atom 44 (C): -1.27, atom 45 (C): 1.61, atom 46 (C): -1.87, atom 47 (C): 0.93, atom 48 (C): 0.94, atom 49 (C): -1.73, atom 50 (C): -0.30, atom 51 (C): 0.65, atom 52 (C): -1.26, atom 53 (C): -0.95, atom 54 (C): 1.39, atom 55 (C): -1.50, atom 56 (H): 0.36, atom 57 (H): 0.26, atom 58 (H): 0.38, atom 59 (H): 0.17, atom 60 (H): 0.46, atom 61 (H): 0.42, atom 62 (H): 0.16, atom 63 (H): 0.34, atom 64 (H): 0.49, atom 65 (H): 0.17, atom 66 (H): 0.42, atom 67 (H): 0.54, atom 68 (H): 0.42, atom 69 (H): 0.49, atom 70 (H): 0.57, atom 71 (H): 0.40, atom 72 (H): 0.55, atom 73 (H): 0.03, atom 74 (H): -0.02, atom 75 (H): 0.61, atom 76 (H): 0.22, atom 77 (H): 0.31, atom 78 (H): 0.38, atom 79 (H): 0.37, atom 80 (H): 0.32, atom 81 (H): 0.47, atom 82 (H): 0.16, atom 83 (H): 0.33, atom 84 (H): 0.07, atom 85 (H): 0.39, atom 86 (H): 0.35, atom 87 (H): 0.36, atom 88 (H): 0.30, atom 89 (H): 0.44, atom 90 (H): 0.29, atom 91 (H): 0.40, atom 92 (H): 0.49, atom 93 (H): 0.38, atom 94 (H): 0.18, atom 95 (H): 0.23, atom 96 (H): 0.51, atom 97 (H): 0.10, atom 98 (H): 0.29, atom 99 (H): 0.44

***

Record 3
# C22H52BFGaN2O6

C22H52BFGaN2O6 as an isolated structure at a distorted geometry (the ωB97M-V functional and the def2-TZVPD basis, the Open Molecules 2025 dataset).

The geometry in ORCA input format:
```
! RIJCOSX wB97M-V def2-TZVPD def2/J DEFGRID3
* xyz -1 1
C 1.04360 -2.26120 2.62790
C -0.16046 -1.82250 1.76877
C -0.99526 -0.77914 2.49821
C -2.36383 -0.45237 1.90048
C -2.29864 -0.14238 0.39592
Ga -3.82854 -1.80212 2.39376
C -4.52702 -1.34610 4.30354
C -5.54076 -2.32914 4.64743
O -5.42143 -3.24549 5.47010
C -5.40032 -1.61844 1.04219
C -5.98579 -0.22579 0.93700
F -5.37854 0.70885 1.80737
B -3.22158 -3.83894 2.35509
C -4.00831 -4.91455 1.49392
O -2.11096 -4.35029 3.02271
H 1.17144 -1.58157 3.46650
H 0.91611 -3.28595 2.97341
H 1.96433 -2.25794 2.04232
H 0.24752 -1.37370 0.86153
H -0.74282 -2.68358 1.45003
H -1.09740 -1.05004 3.55313
H -0.39026 0.14218 2.49947
H -2.68070 0.48351 2.36823
H -1.64570 -0.82026 -0.15043
H -3.29993 -0.11474 -0.02453
H -1.86312 0.86106 0.29009
H -3.72733 -1.36431 5.04138
H -4.99001 -0.36047 4.23268
H -6.49650 -2.28411 4.08206
H -4.97870 -1.89573 0.07475
H -6.17992 -2.33235 1.30171
H -5.86203 0.18589 -0.06329
H -7.03774 -0.24104 1.22091
H -3.32600 -5.64243 1.03745
H -4.58329 -4.46109 0.68691
H -4.71135 -5.47542 2.11332
H -1.93671 -3.77180 3.76361
C -0.74668 7.31551 -2.20158
O -1.17368 6.05452 -2.66997
C -0.26648 5.40959 -3.55358
C 0.38914 4.20840 -2.90692
N 1.32469 4.60413 -1.86266
C 1.81573 3.50180 -1.03459
C 0.81375 2.69197 -0.21932
O 0.22299 3.40606 0.85005
C -0.88848 4.21023 0.51235
H -1.59640 7.78326 -1.70685
H 0.06907 7.23110 -1.47521
H -0.42381 7.95825 -3.02679
H 0.48525 6.11358 -3.92424
H -0.85064 5.06229 -4.41081
H 0.93626 3.65195 -3.67502
H -0.41099 3.55882 -2.52914
H 0.87650 5.28094 -1.26042
H 2.53803 3.92913 -0.33416
H 2.37064 2.81231 -1.68018
H 1.36273 1.87088 0.24540
H 0.04675 2.21963 -0.84451
H -1.47848 3.77013 -0.29557
H -0.58526 5.22551 0.23343
H -1.52028 4.28602 1.39719
C 5.85114 -3.91968 -0.36694
O 6.35628 -2.74891 -0.97953
C 6.40165 -2.79146 -2.39866
C 5.36888 -1.87307 -3.01624
N 4.01779 -2.37448 -2.80914
C 2.95202 -1.43607 -3.15320
C 2.87414 -0.11216 -2.39902
O 2.51708 -0.23337 -1.03889
C 3.57253 -0.54881 -0.15112
H 6.05160 -3.84057 0.69995
H 4.77011 -4.02416 -0.50506
H 6.34820 -4.81496 -0.75223
H 6.28367 -3.81557 -2.76520
H 7.39495 -2.44226 -2.69644
H 5.55614 -1.80299 -4.09263
H 5.51853 -0.87424 -2.58426
H 3.90962 -2.63723 -1.83901
H 2.00510 -1.95692 -2.99493
H 3.01860 -1.21982 -4.22502
H 2.07130 0.46865 -2.86260
H 3.78930 0.48578 -2.50274
H 4.52818 -0.11693 -0.46121
H 3.67448 -1.63293 -0.04670
H 3.30630 -0.15037 0.82832
*
```

Computed properties:
**E_tot**: -3479.84145 a.u.
**Kohn-Sham gap**: 0.2312 Eh

Charge distribution, Mulliken scheme, values in e: atom 1 (C): -1.28, atom 2 (C): 0.75, atom 3 (C): -1.32, atom 4 (C): 0.59, atom 5 (C): -0.96, atom 6 (Ga): -1.50, atom 7 (C): -0.30, atom 8 (C): -0.17, atom 9 (O): -0.62, atom 10 (C): -0.75, atom 11 (C): -0.63, atom 12 (F): -0.27, atom 13 (B): 0.87, atom 14 (C): -1.12, atom 15 (O): -0.56, atom 16 (H): 0.36, atom 17 (H): 0.35, atom 18 (H): 0.15, atom 19 (H): -0.10, atom 20 (H): 0.10, atom 21 (H): 0.43, atom 22 (H): 0.35, atom 23 (H): 0.43, atom 24 (H): 0.32, atom 25 (H): 0.35, atom 26 (H): -0.13, atom 27 (H): 0.35, atom 28 (H): 0.34, atom 29 (H): 0.32, atom 30 (H): 0.36, atom 31 (H): 0.61, atom 32 (H): 0.25, atom 33 (H): 0.26, atom 34 (H): 0.28, atom 35 (H): 0.27, atom 36 (H): 0.30, atom 37 (H): 0.30, atom 38 (C): -0.71, atom 39 (O): -0.34, atom 40 (C): -0.86, atom 41 (C): -0.07, atom 42 (N): -0.33, atom 43 (C): -0.92, atom 44 (C): 0.29, atom 45 (O): -0.51, atom 46 (C): -0.64, atom 47 (H): 0.24, atom 48 (H): 0.29, atom 49 (H): 0.34, atom 50 (H): 0.43, atom 51 (H): 0.39, atom 52 (H): 0.32, atom 53 (H): 0.15, atom 54 (H): 0.19, atom 55 (H): 0.36, atom 56 (H): 0.22, atom 57 (H): 0.09, atom 58 (H): 0.22, atom 59 (H): 0.25, atom 60 (H): 0.23, atom 61 (H): 0.35, atom 62 (C): -0.70, atom 63 (O): -0.34, atom 64 (C): -0.81, atom 65 (C): -0.19, atom 66 (N): -0.26, atom 67 (C): -1.25, atom 68 (C): -0.35, atom 69 (O): 0.03, atom 70 (C): -0.75, atom 71 (H): 0.24, atom 72 (H): 0.29, atom 73 (H): 0.34, atom 74 (H): 0.40, atom 75 (H): 0.40, atom 76 (H): 0.38, atom 77 (H): 0.17, atom 78 (H): 0.08, atom 79 (H): 0.40, atom 80 (H): 0.44, atom 81 (H): 0.20, atom 82 (H): 0.51, atom 83 (H): 0.38, atom 84 (H): 0.07, atom 85 (H): 0.37

***

Record 4
# C5H6O2

One molecule with the formula C5H6O2 (the ωB97M-V functional and the def2-TZVPD basis, the Open Molecules 2025 dataset).

The geometry in ORCA input format:
```
! RIJCOSX wB97M-V def2-TZVPD def2/J DEFGRID3
* xyz 0 1
C 1.27906 0.60664 0.88193
C -0.02753 0.26258 0.18138
O 0.28862 -0.36568 -1.08354
C -0.25544 0.16169 -2.18777
O -0.85993 1.19816 -2.26433
C -0.85055 -0.70280 0.92044
C -1.52322 -1.54138 1.46311
H 1.90182 -0.28647 0.97968
H 1.07662 1.00525 1.88047
H 1.82270 1.35980 0.30417
H -0.60519 1.16916 -0.02353
H -0.05985 -0.51639 -3.03103
H -2.12034 -2.29534 1.92614
*
```

Computed properties:
**Structure (SMILES)**: C#C[C@@H](C)OC=O
**E_tot**: -344.53281 a.u.
**Kohn-Sham gap**: 0.4174 Eh

Charge distribution, Mulliken scheme, values in e: atom 1 (C): -1.29, atom 2 (C): 0.39, atom 3 (O): -0.29, atom 4 (C): 0.16, atom 5 (O): -0.49, atom 6 (C): -0.72, atom 7 (C): 0.14, atom 8 (H): 0.33, atom 9 (H): 0.36, atom 10 (H): 0.34, atom 11 (H): 0.30, atom 12 (H): 0.35, atom 13 (H): 0.42